Version a
Entry from OMol25: a 2-piece molecular cluster, C8H13NS overall (ωB97M-V/def2-TZVPD).

HOMO energy, eV: -9.101
Kohn-Sham gap, eV: 9.3
SMILES string: CC(C)(C)S.N#CC1=CC1

The geometry in ORCA input format:
```
! RIJCOSX wB97M-V def2-TZVPD def2/J DEFGRID3
* xyz 0 1
C -2.48 -0.72 2.12
C -1.57 -0.85 0.83
C -1.39 -2.28 0.48
C -0.21 -0.37 1.29
S -2.05 0.42 -0.49
H -2.32 0.22 2.63
H -3.49 -0.95 1.92
H -2.01 -1.38 2.90
H -2.31 -2.75 0.10
H -0.89 -2.86 1.33
H -0.73 -2.32 -0.35
H -0.31 0.72 1.61
H 0.05 -0.86 2.23
H 0.68 -0.53 0.53
H -1.86 -0.24 -1.65
N 3.83 3.14 0.37
C 3.29 2.84 -0.60
C 2.64 2.12 -1.59
C 1.68 2.04 -2.50
C 2.73 0.97 -2.60
H 0.85 2.50 -2.96
H 2.51 -0.05 -2.23
H 3.38 1.18 -3.39
*
```



Version b
Entry from OMol25: one molecule with the formula C8H13NS (ωB97M-V/def2-TZVPD).

HOMO energy, eV: -7.912
Kohn-Sham gap, eV: 7.8

The geometry in ORCA input format:
```
! RIJCOSX wB97M-V def2-TZVPD def2/J DEFGRID3
* xyz 0 1
C -0.88 -1.61 -0.22
C -0.16 -0.59 0.70
C -1.00 -1.84 -1.56
C -1.57 -2.75 0.60
C 1.12 0.68 -1.97
C 0.78 1.27 2.42
C -0.15 1.03 -1.19
C 0.54 1.65 0.99
N -0.03 0.59 0.22
S -0.35 -2.37 -2.93
H -1.84 -3.56 -0.12
H -2.49 -2.18 0.92
H -1.08 -3.13 1.47
H 1.24 1.49 -2.78
H 2.05 0.85 -1.27
H 1.16 -0.42 -2.25
H 1.32 2.01 2.97
H -0.28 1.17 2.83
H 1.52 0.41 2.64
H -0.09 2.17 -1.18
H -1.13 0.66 -1.63
H -0.09 2.54 0.87
H 1.42 1.92 0.47
*
```



Tell me which of them is the most stable. Sure, it is version a.



Version a
Entry from OMol25: one molecule with the formula H2N2O2 (ωB97M-V/def2-TZVPD).

HOMO energy, eV: -10.252
Kohn-Sham gap, eV: 11.1
SMILES string: O/N=N/O

The geometry in ORCA input format:
```
! RIJCOSX wB97M-V def2-TZVPD def2/J DEFGRID3
* xyz 0 1
O -1.58 -0.09 -0.04
N -0.26 -0.38 -0.02
N 0.54 0.59 0.10
O 1.73 0.01 -0.02
H -1.68 0.88 0.01
H 1.25 -1.02 -0.03
*
```



Version b
Entry from OMol25: a 2-piece molecular cluster, H2N2O2 overall (ωB97M-V/def2-TZVPD).

HOMO energy, eV: -11.396
Kohn-Sham gap, eV: 12.3
SMILES string: N#[N+][O-].O

The geometry in ORCA input format:
```
! RIJCOSX wB97M-V def2-TZVPD def2/J DEFGRID3
* xyz 0 1
N 2.26 0.01 -0.92
N 1.29 -0.46 -1.07
O 0.20 -0.77 -1.22
O -1.16 0.16 1.15
H -1.66 0.63 1.83
H -0.93 0.42 0.23
*
```



Tell me which of them is the most stable. Sure, it is version b.



Version a
Entry from OMol25: an isolated ion of composition C4H10NO3 and charge +1 (ωB97M-V/def2-TZVPD).

HOMO energy, eV: -15.101
Kohn-Sham gap, eV: 12.2
SMILES string: C[NH2+]C[C@@H](O)C(=O)O

The geometry in ORCA input format:
```
! RIJCOSX wB97M-V def2-TZVPD def2/J DEFGRID3
* xyz 1 1
C -1.51 -1.66 -0.70
N -0.35 -1.13 0.04
C -0.57 0.06 0.98
C 0.63 1.01 0.78
O 1.70 0.24 1.27
C 0.85 1.29 -0.74
O 0.95 0.36 -1.51
O 1.02 2.53 -1.13
H -1.19 -2.52 -1.21
H -2.14 -0.99 -1.27
H -2.20 -2.08 -0.10
H 0.46 -0.73 -0.63
H 0.12 -1.79 0.57
H -0.56 -0.12 2.00
H -1.40 0.58 0.78
H 0.45 1.88 1.26
H 2.46 0.55 1.66
H 1.29 2.52 -2.05
*
```



Version b
Entry from OMol25: a 2-piece molecular cluster, C4H10NO3 overall (ωB97M-V/def2-TZVPD).

HOMO energy, eV: -14.099
Kohn-Sham gap, eV: 10.1

The geometry in ORCA input format:
```
! RIJCOSX wB97M-V def2-TZVPD def2/J DEFGRID3
* xyz 1 1
O 0.84 -2.01 1.38
C 0.69 -0.83 1.44
C -0.29 -0.15 0.42
C -0.15 1.35 0.36
C 1.16 1.72 -0.31
O 2.01 0.92 -0.57
N -1.68 -0.63 0.72
H 1.15 -0.14 2.17
H 0.02 -0.65 -0.49
H -0.95 1.80 -0.22
H -0.13 1.83 1.35
H 1.28 2.80 -0.53
H -2.03 -1.27 -0.01
H -1.76 -1.14 1.61
H -2.36 0.13 0.79
H 0.51 -2.01 -2.67
H 1.23 -0.68 -2.95
O 0.46 -1.05 -2.49
*
```



Tell me which of them is the most stable. Sure, it is version a.



Version a
Entry from OMol25: a 3-piece molecular cluster, C5H16NO2 overall (ωB97M-V/def2-TZVPD).

HOMO energy, eV: -12.847
Kohn-Sham gap, eV: 9.6

The geometry in ORCA input format:
```
! RIJCOSX wB97M-V def2-TZVPD def2/J DEFGRID3
* xyz 1 1
C 0.36 0.62 0.52
C -0.73 -0.13 -0.19
C -2.05 0.09 0.54
C -1.94 -1.46 2.51
C -2.02 -0.24 2.02
N 1.65 0.69 -0.23
H -0.04 1.61 0.59
H 0.57 0.33 1.54
H -0.55 -1.21 -0.23
H -0.80 0.10 -1.26
H -2.33 1.14 0.41
H -2.87 -0.42 0.05
H -1.95 -2.32 1.84
H -2.12 -1.68 3.55
H -2.26 0.61 2.65
H 2.23 -0.15 -0.17
H 2.13 1.56 -0.01
H 1.48 0.82 -1.23
H 0.72 1.53 -3.59
H 1.00 2.69 -2.53
O 0.50 1.91 -2.73
H 2.31 -2.41 -1.50
H 3.74 -1.97 -1.02
O 2.97 -1.70 -1.53
*
```



Version b
Entry from OMol25: a 3-piece molecular cluster, C5H16NO2 overall (ωB97M-V/def2-TZVPD).

HOMO energy, eV: -12.940
Kohn-Sham gap, eV: 10.0

The geometry in ORCA input format:
```
! RIJCOSX wB97M-V def2-TZVPD def2/J DEFGRID3
* xyz 1 1
C 0.05 0.68 1.65
C 1.20 -0.14 1.11
C 1.61 0.18 -0.29
C 1.64 -0.74 -1.25
C 2.04 1.61 -0.54
N -1.22 0.43 0.91
H -0.11 0.43 2.69
H 0.30 1.74 1.60
H 1.02 -1.21 1.23
H 2.01 0.01 1.82
H 1.31 -1.76 -1.04
H 1.98 -0.47 -2.24
H 2.52 2.05 0.33
H 2.79 1.63 -1.34
H 1.26 2.26 -0.95
H -1.14 0.83 -0.03
H -1.52 -0.55 0.77
H -2.00 0.93 1.33
H -2.51 0.15 -2.64
H -2.96 1.40 -1.95
O -2.38 0.64 -1.81
H -0.57 -2.86 0.50
H -2.04 -2.97 0.85
O -1.40 -2.37 0.44
*
```



Tell me which of them is the most stable. Sure, it is version b.



Version a
Entry from OMol25: a 3-piece molecular cluster, C5H17NO2 overall (ωB97M-V/def2-TZVPD).

HOMO energy, eV: -9.108
Kohn-Sham gap, eV: 9.8
SMILES string: CC(C)CCN.O.O

The geometry in ORCA input format:
```
! RIJCOSX wB97M-V def2-TZVPD def2/J DEFGRID3
* xyz 0 1
C -1.32 -1.13 1.80
C -0.32 -1.19 0.65
C 0.62 -2.38 0.71
C 0.37 0.19 0.53
C 1.60 0.22 -0.37
N 1.22 -0.06 -1.78
H -1.61 -2.17 2.01
H -0.91 -0.73 2.73
H -2.24 -0.62 1.52
H -0.87 -1.30 -0.29
H 0.03 -3.30 0.59
H 1.26 -2.40 -0.17
H 1.21 -2.51 1.62
H -0.36 0.86 0.06
H 0.67 0.54 1.52
H 2.08 1.20 -0.39
H 2.45 -0.41 -0.12
H 1.41 -1.02 -2.02
H 0.24 0.14 -1.93
O 0.29 3.39 -1.28
H -0.03 2.55 -0.93
H 1.06 3.12 -1.80
O -2.11 2.03 -1.01
H -2.09 2.88 -1.47
H -2.64 2.11 -0.20
*
```



Version b
Entry from OMol25: a 3-piece molecular cluster, C5H17NO2 overall (ωB97M-V/def2-TZVPD).

HOMO energy, eV: -8.862
Kohn-Sham gap, eV: 9.4
SMILES string: CC[C@@H](C)NC.O.O

The geometry in ORCA input format:
```
! RIJCOSX wB97M-V def2-TZVPD def2/J DEFGRID3
* xyz 0 1
C -1.57 2.05 1.31
C -0.37 1.09 1.20
C -0.61 -0.16 0.37
C -1.49 0.07 -0.88
N 0.68 -0.75 -0.02
C 0.60 -2.17 -0.34
H -1.96 2.31 0.33
H -1.30 2.94 1.88
H -2.38 1.56 1.85
H 0.38 1.75 0.73
H 0.06 0.85 2.17
H -1.24 -0.83 0.97
H -1.45 -0.78 -1.55
H -2.53 0.27 -0.64
H -1.14 0.97 -1.40
H 0.98 -0.23 -0.82
H 0.63 -2.74 0.58
H 1.52 -2.38 -0.88
H -0.21 -2.56 -0.96
O 3.04 0.41 2.15
H 2.40 0.56 1.45
H 2.61 -0.12 2.80
O 0.92 -0.56 -3.18
H 0.56 -1.10 -3.90
H 1.87 -0.48 -3.23
*
```



Tell me which of them is the most stable. Sure, it is version a.



Version a
Entry from OMol25: a 2-piece molecular cluster, C6H12BrO4P overall (ωB97M-V/def2-TZVPD).

HOMO energy, eV: -8.551
Kohn-Sham gap, eV: 8.2

The geometry in ORCA input format:
```
! RIJCOSX wB97M-V def2-TZVPD def2/J DEFGRID3
* xyz 0 1
C 0.63 -0.16 0.64
C 1.47 -1.12 -1.55
C 2.25 -2.01 0.74
C -3.81 0.39 -0.19
C -0.92 3.16 0.37
C 1.17 -1.32 -0.07
O 0.91 0.32 1.68
O -1.34 0.27 -2.09
O -2.63 1.18 -0.19
O -0.53 2.39 -0.80
P -1.16 0.92 -0.81
Br -0.55 -2.53 0.16
H 2.55 -1.00 -1.85
H 1.09 -1.87 -2.16
H 0.99 -0.27 -2.03
H 2.64 -2.75 0.14
H 3.05 -1.31 0.76
H 1.80 -2.21 1.69
H -3.69 -0.33 0.57
H -3.99 0.09 -1.22
H -4.56 1.13 0.22
H 0.11 3.43 0.84
H -1.65 2.55 0.94
H -1.44 4.09 -0.10
*
```



Version b
Entry from OMol25: C6H12BrO4P as an isolated structure (ωB97M-V/def2-TZVPD).

HOMO energy, eV: -9.182
Kohn-Sham gap, eV: 9.1

The geometry in ORCA input format:
```
! RIJCOSX wB97M-V def2-TZVPD def2/J DEFGRID3
* xyz 0 1
C 0.83 0.59 -0.26
C 1.77 -1.68 0.00
C 2.56 0.33 1.37
C -3.05 -0.27 1.02
C -1.42 1.70 -2.53
C 1.44 -0.38 0.65
O 1.23 1.66 -0.55
O -1.28 -1.81 -1.04
O -2.34 0.37 -0.11
O -1.40 0.29 -2.38
P -1.16 -0.33 -0.93
Br 0.05 -0.81 2.05
H 2.57 -1.42 -0.64
H 2.12 -2.50 0.69
H 1.08 -2.03 -0.79
H 3.14 -0.20 2.11
H 3.30 0.55 0.68
H 2.20 1.10 1.96
H -2.59 -1.18 1.52
H -3.96 -0.52 0.40
H -3.34 0.48 1.81
H -0.44 2.00 -2.30
H -2.23 2.21 -1.87
H -1.63 1.92 -3.56
*
```



Tell me which of them is the most stable. Sure, it is version b.